Formula: C4H7NO
Source: the OMol25 dataset
Level of theory: the ωB97M-V functional and the def2-TZVPD basis

- energy (hartree) = -286.4605
- relative energy (zero: lowest compared OMol25 entry of this formula, charge and spin) (kJ/mol) = 449.28
- LUMO (eV) = 0.9049
- SMILES string = O[C@H]1C[C@H]2N[C@@H]12

Geometry as XYZ:
```
13
Properties=species:S:1:pos:R:3:forces:R:3
O 0.569 -1.890 0.683 0.24 0.09 -0.06
C -0.227 -1.086 -0.138 -0.41 0.04 -0.17
C -0.968 0.065 0.590 -0.04 -0.01 0.43
C -0.071 1.089 -0.057 0.04 0.48 1.00
N 1.272 0.675 -0.025 0.20 0.22 0.04
C 0.560 -0.093 -1.052 -0.65 0.26 -0.07
H 1.244 -1.308 1.064 -0.04 -0.07 -0.10
H -0.871 -1.762 -0.701 -0.02 0.15 0.08
H -0.899 0.091 1.674 -0.23 -0.27 0.23
H -2.013 0.129 0.270 0.24 0.13 0.05
H -0.305 2.123 -0.314 -0.07 -0.34 -0.13
H 1.898 1.349 -0.444 0.02 0.10 0.06
H -0.188 0.618 -1.550 0.71 -0.79 -1.36
```
Forces are in eV/Å.

Formula: C4H11N3O2
Source: the OMol25 dataset
Level of theory: the ωB97M-V functional and the def2-TZVPD basis

- energy (hartree) = -473.7474
- relative energy (zero: lowest compared OMol25 entry of this formula, charge and spin) (kJ/mol) = 145.31
- LUMO (eV) = 0.4482
- SMILES string = [H]/N=C(\N)NC.CC(=O)O

Geometry as XYZ:
```
20
Properties=species:S:1:pos:R:3:forces:R:3
H 0.959 1.992 -1.410 -0.24 0.13 -0.05
N 0.469 1.109 -1.312 -0.72 0.39 1.32
C -0.835 1.189 -1.285 1.48 -1.49 -2.87
N -1.523 2.279 -1.707 -0.24 0.38 0.61
N -1.494 -0.038 -1.362 -1.31 -0.20 1.70
C -0.909 -1.274 -0.834 1.27 0.21 1.29
H -2.521 2.334 -1.775 -0.02 -0.23 0.01
H -0.994 3.067 -2.030 -0.04 0.07 0.18
H -2.428 -0.051 -0.975 -0.28 0.76 -0.46
H -0.353 -1.819 -1.598 0.13 0.16 0.30
H -1.632 -1.920 -0.360 -1.05 -0.20 -0.77
H -0.330 -1.118 0.107 0.43 0.25 -1.19
C 1.387 -1.501 2.360 1.27 1.06 1.35
C 1.578 -0.118 1.774 -1.26 0.01 -1.12
O 1.412 0.866 2.456 0.17 0.19 -0.12
O 1.862 -0.094 0.461 -1.07 0.27 0.26
H 1.263 -1.231 3.432 -0.02 -0.99 -0.55
H 2.359 -1.957 2.181 0.04 -0.51 0.29
H 0.624 -2.172 1.989 -0.25 0.33 -0.33
H 1.105 0.458 -0.113 1.70 -0.60 0.14
```
Forces are in eV/Å.

Formula: C14H56N28O14
Source: the OMol25 dataset
Level of theory: the ωB97M-V functional and the def2-TZVPD basis

- energy (hartree) = -3154.1294
- relative energy (zero: lowest compared OMol25 entry of this formula, charge and spin) (kJ/mol) = 412.49
- LUMO (eV) = -1.0320

Geometry as XYZ:
```
112
Properties=species:S:1:pos:R:3:forces:R:3
C -17.326 -25.291 -3.632 1.59 -2.73 -2.33
O -16.422 -24.586 -3.173 -1.24 0.39 0.70
N -17.706 -25.174 -4.933 0.05 1.82 0.44
N -17.695 -26.501 -3.119 0.01 0.79 0.82
H -17.136 -24.448 -5.379 -0.46 -0.13 -0.75
H -17.929 -25.974 -5.497 -0.07 -0.08 0.14
H -18.454 -26.970 -3.576 0.00 -0.31 0.42
H -17.316 -26.779 -2.229 -0.48 -0.11 0.12
C -11.043 -19.566 -1.770 0.68 0.29 -0.29
O -11.201 -20.187 -2.815 0.11 -0.04 0.98
N -11.897 -18.630 -1.291 -0.93 0.25 -0.54
N -9.944 -19.641 -0.972 1.37 -1.03 0.03
H -12.766 -18.501 -1.785 -0.07 0.13 0.25
H -11.666 -18.134 -0.455 -0.37 0.08 0.08
H -9.218 -20.316 -1.149 -0.29 -0.07 -0.37
H -9.725 -19.039 -0.202 -0.46 0.19 0.02
C -13.074 -19.151 -5.790 1.90 0.11 1.38
O -12.128 -19.676 -6.384 -1.21 0.32 -0.69
N -13.352 -19.503 -4.517 -0.80 -0.56 0.47
N -13.779 -18.063 -6.211 0.12 0.68 -1.78
H -12.639 -20.040 -4.015 -0.28 0.36 -0.12
H -14.008 -18.925 -4.004 0.39 -0.49 0.01
H -13.377 -17.596 -7.009 -0.15 -0.23 -0.11
H -14.349 -17.460 -5.647 -0.08 -0.47 0.40
C -17.024 -26.501 1.087 -0.83 0.59 -0.65
O -16.002 -27.162 1.061 0.17 0.27 0.02
N -18.252 -27.057 0.856 -0.25 -1.01 -0.11
N -17.151 -25.143 1.159 1.61 0.45 -0.02
H -19.094 -26.515 0.933 -0.05 -0.14 0.10
H -18.264 -28.050 0.701 -0.29 0.08 0.28
H -16.300 -24.604 1.094 -0.01 -0.05 0.19
H -17.971 -24.669 1.511 -0.34 -0.42 0.10
C -13.197 -23.963 3.039 2.14 0.84 -0.30
O -12.954 -23.285 4.033 -1.25 -0.57 0.28
N -13.462 -25.293 2.937 -0.35 0.32 -0.08
N -12.959 -23.435 1.789 -0.39 0.76 -0.26
H -13.211 -25.574 2.003 -0.29 -1.13 0.19
H -13.399 -25.913 3.724 0.18 0.08 -0.07
H -13.051 -22.441 1.684 0.17 -0.05 0.19
H -12.877 -23.979 0.943 -0.07 -0.21 -0.02
C -14.537 -17.474 1.909 0.41 -2.24 1.45
O -14.644 -18.690 2.141 -0.26 1.02 -0.61
N -13.330 -16.846 1.948 -0.01 0.10 -0.54
N -15.537 -16.592 1.727 0.13 0.36 -0.37
H -13.372 -15.860 1.799 0.83 0.24 0.22
H -12.468 -17.340 2.086 -0.16 -0.02 0.05
H -15.165 -15.764 1.308 -1.05 0.64 -0.09
H -16.519 -16.805 1.764 0.15 -0.17 -0.16
C -17.528 -18.616 -5.176 -0.79 -1.12 -1.47
O -17.816 -18.992 -6.309 0.24 0.15 0.92
N -17.129 -17.354 -4.937 0.46 1.59 0.02
N -17.632 -19.395 -4.070 0.39 -0.35 -0.06
H -17.258 -16.717 -5.705 0.19 0.01 0.11
H -16.701 -17.041 -4.084 -0.15 -0.07 -0.06
H -17.595 -18.958 -3.170 -0.15 -0.41 0.18
H -17.915 -20.350 -4.219 -0.22 0.08 0.30
C -20.150 -23.559 -1.943 1.73 0.79 0.44
O -20.201 -22.771 -2.876 0.03 -0.13 0.64
N -19.378 -23.429 -0.800 -0.70 0.44 -0.49
N -20.688 -24.796 -2.011 -0.99 -1.40 -1.84
H -19.109 -24.338 -0.469 0.52 0.28 0.46
H -18.687 -22.696 -0.809 -0.04 -0.02 0.14
H -20.663 -25.113 -2.969 -0.71 -0.16 0.18
H -21.022 -25.436 -1.317 0.32 0.35 0.41
C -18.231 -18.730 2.235 -0.23 -1.57 -0.19
O -19.415 -18.430 2.277 0.77 0.47 0.06
N -17.493 -19.025 1.149 0.53 0.46 -2.47
N -17.439 -19.049 3.290 -1.19 0.48 2.46
H -17.777 -18.788 0.213 -0.34 -0.13 0.16
H -16.508 -19.219 1.278 -0.12 0.06 -0.16
H -17.965 -19.085 4.150 0.53 0.00 0.23
H -16.518 -19.449 3.221 0.02 0.15 -0.01
C -14.867 -16.815 -2.229 -0.36 -0.40 -1.24
O -14.748 -18.004 -2.550 -0.59 0.41 1.17
N -13.883 -15.940 -2.449 1.76 1.56 -0.10
N -16.016 -16.219 -1.803 0.01 -0.40 0.18
H -12.988 -16.161 -2.857 -0.27 -0.81 -0.03
H -13.940 -14.951 -2.272 -0.46 -0.12 0.23
H -16.070 -15.217 -1.815 -0.30 -0.05 0.17
H -16.816 -16.773 -1.552 0.01 0.08 -0.01
C -13.447 -25.722 -0.959 -0.22 -1.56 -0.34
O -12.416 -25.440 -0.348 -0.50 -0.23 0.20
N -13.837 -26.997 -1.337 0.69 -0.22 -0.15
N -14.363 -24.850 -1.381 -0.66 1.68 -0.11
H -13.376 -27.855 -1.096 0.38 0.39 0.25
H -14.745 -27.113 -1.738 -0.14 0.03 0.11
H -15.143 -25.044 -2.007 0.39 -0.19 0.32
H -14.430 -23.947 -0.941 0.29 -0.01 0.07
C -15.778 -21.850 -0.839 -0.93 -0.30 -0.85
O -15.797 -22.626 0.113 0.22 0.44 0.46
N -15.236 -20.601 -0.813 0.48 -0.29 1.83
N -16.343 -22.142 -2.027 -0.08 0.75 -0.14
H -15.239 -19.905 -1.535 0.07 -0.02 -0.15
H -14.844 -20.424 0.101 0.26 0.60 -0.29
H -16.198 -21.407 -2.698 -0.42 -0.49 -0.61
H -16.784 -23.031 -2.247 0.41 0.17 -0.04
C -15.173 -22.918 -6.356 0.04 0.56 -0.47
O -16.218 -23.455 -6.742 0.31 -0.12 0.90
N -14.733 -22.800 -5.079 -0.43 -0.17 0.27
N -14.324 -22.360 -7.253 -0.21 -0.41 -0.66
H -13.884 -22.285 -4.927 -0.09 0.06 0.24
H -15.397 -22.897 -4.330 0.19 -0.33 0.11
H -13.621 -21.683 -7.008 0.06 0.05 -0.16
H -14.673 -22.463 -8.192 0.39 0.39 -0.09
C -19.267 -23.188 3.029 -0.94 -0.23 -0.81
O -19.606 -24.180 2.380 0.46 0.07 0.08
N -20.048 -22.753 4.054 -1.03 -0.15 1.17
N -18.254 -22.370 2.705 0.25 0.08 0.45
H -19.795 -22.176 4.838 0.59 0.20 -0.38
H -20.838 -23.333 4.284 0.14 -0.23 -0.29
H -18.135 -21.577 3.310 0.44 0.23 -0.47
H -17.694 -22.517 1.882 0.17 0.09 0.12
```
Forces are in eV/Å.